13
Properties=species:S:1:pos:R:3 method="wB97M-V/def2-TZVPD" homo_ev="-17.571 / -18.064" orbital_gap_ev="7.2 / 5.9" de_lowest_kcal_mol=8.90 total_charge=+2 lumo_energy_ha="-0.3796 / -0.4463" spin_multiplicity=3
Pt 2.02 2.11 0.09
O -1.33 1.34 -0.32
O 1.15 0.76 0.97
C 1.68 0.10 0.00
C 0.92 -1.15 -0.31
C -0.59 -0.94 -0.26
C -0.89 0.41 0.30
Li -1.62 3.22 -0.20
H 1.25 -1.90 0.43
H -1.11 -1.68 0.38
H -1.67 0.22 1.46
H -1.06 -1.00 -1.25
H 1.27 -1.49 -1.30

13
Properties=species:S:1:pos:R:3 method="wB97M-V/def2-TZVPD" homo_ev="-18.102 / -18.540" orbital_gap_ev="7.2 / 7.1" de_lowest_kcal_mol=77.37 total_charge=+2 lumo_energy_ha="-0.4006 / -0.4216" spin_multiplicity=2
Tl -1.63 -0.01 -2.64
O -1.64 -0.76 0.10
O 0.12 -0.74 1.44
C -1.72 -2.81 -0.86
C -0.81 -2.82 0.38
C -0.41 -1.36 0.51
C -2.01 -1.35 -1.15
Li -0.90 1.39 0.61
H -1.31 -3.11 1.32
H -0.07 -0.05 -1.00
H 0.11 -3.41 0.27
H -2.70 -3.30 -0.71
H -1.25 -3.39 -1.67

What did the second record say?
13
Properties=species:S:1:pos:R:3 method="wB97M-V/def2-TZVPD" homo_ev="-18.102 / -18.540" orbital_gap_ev="7.2 / 7.1" de_lowest_kcal_mol=77.37 total_charge=+2 lumo_energy_ha="-0.4006 / -0.4216" spin_multiplicity=2
Tl -1.63 -0.01 -2.64
O -1.64 -0.76 0.10
O 0.12 -0.74 1.44
C -1.72 -2.81 -0.86
C -0.81 -2.82 0.38
C -0.41 -1.36 0.51
C -2.01 -1.35 -1.15
Li -0.90 1.39 0.61
H -1.31 -3.11 1.32
H -0.07 -0.05 -1.00
H 0.11 -3.41 0.27
H -2.70 -3.30 -0.71
H -1.25 -3.39 -1.67